(1)
C37H29Br2PZr as an isolated structure, computed with ωB97M-V/def2-TZVPD.

```
! RIJCOSX wB97M-V def2-TZVPD def2/J DEFGRID3
* xyz 2 1
Zr 0.0821 -0.4794 0.4883
Br 2.9131 0.0598 1.2272
C 2.3796 0.2320 3.0768
Br 0.5162 -0.2678 3.3284
H 2.4863 1.2702 3.3715
H 2.9838 -0.4469 3.6684
C -5.9421 -1.4147 -1.4428
C -4.9342 -0.6438 -2.0109
C -3.8973 -0.1720 -1.2258
C -3.8651 -0.4676 0.1374
C -4.8788 -1.2319 0.7078
C -5.9161 -1.7024 -0.0864
P -2.4645 0.1505 1.0905
C -2.6863 -0.3170 2.8279
C -2.5859 -1.6712 3.1580
C -2.6841 -2.0762 4.4795
C -2.8695 -1.1342 5.4829
C -2.9559 0.2138 5.1636
C -2.8634 0.6252 3.8411
C -2.4407 1.9282 0.8718
C -3.5010 2.7459 1.1821
C -3.4438 4.1207 0.9032
C -2.3421 4.6418 0.2806
C -1.2537 3.8190 -0.0932
C -0.1489 4.3463 -0.8066
C 0.8758 3.5392 -1.2060
C 0.8505 2.1670 -0.8721
C -0.1911 1.5871 -0.1742
C -1.2848 2.4370 0.2134
H -6.7500 -1.7834 -2.0590
H -4.9551 -0.4084 -3.0658
H -3.1171 0.4275 -1.6848
H -4.8794 -1.4621 1.7654
H -6.7073 -2.2870 0.3621
H -2.4511 -2.4226 2.3825
H -2.6221 -3.1274 4.7244
H -2.9500 -1.4513 6.5134
H -3.1025 0.9453 5.9454
H -2.9258 1.6792 3.6058
H -4.3987 2.3362 1.6304
H -4.2766 4.7568 1.1649
H -2.2945 5.6963 0.0437
H -0.1425 5.4021 -1.0445
H 1.7044 3.9446 -1.7688
H 1.6983 1.5673 -1.2114
C -2.2359 -7.0945 -1.5038
C -0.9634 -6.5469 -1.6196
C -0.7599 -5.2038 -1.3699
C -1.8369 -4.3859 -1.0031
C -3.1151 -4.9496 -0.9109
C -3.3135 -6.2967 -1.1506
C -1.7233 -2.9658 -0.7099
C -0.6332 -2.1939 -0.5224
C 0.7807 -2.6576 -0.4391
C 1.2581 -3.2403 0.7567
C 2.5938 -3.5763 0.8980
C 3.4930 -3.2793 -0.1245
C 3.0603 -2.6302 -1.2717
C 1.7171 -2.3041 -1.4260
H -2.3853 -8.1472 -1.7007
H -0.1343 -7.1749 -1.9143
H 0.2311 -4.7910 -1.4872
H -3.9510 -4.3122 -0.6487
H -4.3032 -6.7237 -1.0727
H -2.6820 -2.4610 -0.6304
H 0.5440 -3.4838 1.5413
H 2.9359 -4.0711 1.7961
H 4.5345 -3.5497 -0.0204
H 3.7621 -2.3907 -2.0581
H 1.3709 -1.8323 -2.3409
*
```

Kohn-Sham gap	6.8292	eV
highest occupied orbital energy	-13.5	eV
molecular weight	755.645	g/mol

Here are the natural (NBO) charges for atoms 1 to 6, given in e: 1.759, 0.236, -0.501, 0.240, 0.265, 0.265

(2)
A 8-piece molecular cluster, C45H105N5O13 overall at a distorted geometry, computed with ωB97M-V/def2-TZVPD.

```
! RIJCOSX wB97M-V def2-TZVPD def2/J DEFGRID3
* xyz 0 1
C 14.5302 10.8356 18.5522
C 13.5257 9.6896 18.7259
C 12.3672 9.8437 17.7097
C 12.7030 9.6200 16.2477
C 13.4540 8.3275 16.0573
C 14.6296 8.0915 17.0494
N 14.1140 8.3220 18.4488
O 15.3097 8.2687 19.2705
C 15.0491 6.6393 16.9865
C 15.7757 9.0411 16.5812
C 13.0117 9.5658 20.1183
H 14.6644 11.2154 17.5469
H 15.4231 10.4194 19.0749
H 14.0930 11.6693 19.1134
H 11.5346 9.1249 17.9576
H 11.9898 10.8389 17.8416
H 13.3626 10.4417 15.8464
H 11.8048 9.6136 15.6732
H 13.8295 8.2684 15.0297
H 12.6821 7.5450 16.2085
H 15.7752 6.4225 17.7408
H 14.1615 6.0258 17.2619
H 15.5019 6.4000 16.0236
H 16.5343 8.5481 15.9364
H 15.4308 9.8937 16.0190
H 16.3532 9.3583 17.4913
H 13.6488 9.4089 20.9525
H 12.3401 8.7112 20.0924
H 12.4528 10.4492 20.3959
H 15.0029 7.5301 19.8163
C 11.4756 15.3859 15.9198
C 12.9554 15.0214 16.0618
C 13.7286 15.6785 14.9596
C 15.2766 15.6167 15.0190
C 15.6067 16.1667 16.4028
C 14.8959 15.5061 17.6107
N 13.4300 15.5281 17.3567
O 12.8212 14.7563 18.4327
C 15.5420 14.1279 17.8342
C 15.1807 16.3873 18.8383
C 13.0055 13.5477 15.8614
H 11.0503 15.0470 14.9733
H 11.2567 16.4786 16.0640
H 10.9018 14.8105 16.6432
H 13.3426 15.2737 14.0233
H 13.4800 16.7364 15.0480
H 15.6557 16.3937 14.3122
H 15.7805 14.6845 14.6928
H 15.3302 17.2410 16.3804
H 16.6852 16.1162 16.6807
H 15.7416 13.5122 16.9355
H 16.5091 14.1402 18.3228
H 14.8796 13.5722 18.4943
H 16.2181 16.5890 18.9646
H 14.6416 17.3224 18.7808
H 14.9888 15.8399 19.7690
H 12.3296 12.9748 16.4902
H 14.0390 13.1739 16.0549
H 12.6674 13.2403 14.8549
H 12.2612 15.3829 18.8899
C 19.0695 15.1142 12.2633
C 19.7280 14.7528 13.5935
C 19.1543 15.6615 14.6822
C 19.6384 15.2479 16.0694
C 19.1188 13.8704 16.4018
C 19.5591 12.8329 15.3567
N 19.2194 13.3534 14.0442
O 19.6023 12.3762 13.0514
C 20.9946 12.4696 15.5363
C 18.7049 11.5851 15.6396
C 21.2480 14.9101 13.4122
H 18.0009 14.8618 12.2830
H 19.5411 14.5278 11.4537
H 19.0985 16.2177 12.0201
H 19.4753 16.7137 14.5014
H 18.0383 15.5930 14.6777
H 19.2156 15.9599 16.7475
H 20.7199 15.3529 16.1929
H 18.0403 13.8984 16.4220
H 19.4318 13.5447 17.4117
H 21.1636 12.0905 16.5703
H 21.4313 11.7069 14.8803
H 21.5678 13.3515 15.4619
H 18.8615 10.7767 14.9272
H 18.8810 11.2164 16.6643
H 17.6707 11.8855 15.5986
H 21.8401 14.7855 14.3440
H 21.3494 15.9347 13.0397
H 21.6091 14.1290 12.6833
H 20.5461 12.3264 12.9218
C 17.3867 7.4986 12.5237
C 16.8581 7.4686 11.0569
O 16.3843 8.6880 10.6235
O 16.3540 7.4318 13.4647
H 17.9940 8.3835 12.6123
H 17.9549 6.5795 12.6424
H 16.1096 6.6457 10.9385
H 17.5913 7.1946 10.3197
H 15.7569 9.0573 11.2892
H 15.7074 8.1042 13.3263
C 16.3410 11.4794 13.0369
C 14.9114 11.0269 13.3919
O 14.6927 9.6616 12.9438
O 16.5728 12.7841 13.5056
H 16.3701 11.4364 11.9367
H 17.1035 10.8040 13.4719
H 14.0821 11.6662 13.0420
H 14.7991 11.0493 14.4827
H 13.6977 9.6280 12.8300
H 17.5181 12.9948 13.5619
C 10.3339 9.1930 10.7219
C 11.7521 9.1469 11.1946
O 12.0461 9.9351 12.2738
O 9.8888 10.4573 10.3036
H 9.6440 8.7356 11.4509
H 10.4401 8.4658 9.8864
H 12.4067 9.5171 10.3543
H 11.9577 8.0452 11.2461
H 11.2941 9.9243 12.8618
H 9.8965 11.0853 11.0658
C 13.9367 13.7556 11.0784
O 12.8953 14.3086 10.3131
C 11.6550 13.5379 10.5763
C 11.2308 13.5402 12.0202
N 10.0082 12.8101 12.2814
C 9.7035 12.6883 13.7120
C 8.9046 11.4236 14.0798
O 9.6773 10.2258 13.8974
C 8.9045 9.0449 14.1496
H 14.8466 14.2893 10.8029
H 14.0598 12.6657 10.9407
H 13.7712 13.9494 12.1388
H 11.8541 12.5126 10.1827
H 10.9448 13.9942 9.8538
H 11.1123 14.5457 12.3218
H 12.0195 13.1673 12.6674
H 9.2291 13.2582 11.8251
H 9.0297 13.4782 14.0078
H 10.5136 12.6424 14.3977
H 8.0304 11.4027 13.3930
H 8.5540 11.3491 15.0899
H 9.5801 8.1785 14.1457
H 8.0737 9.0315 13.4192
H 8.5419 9.2088 15.1403
C 16.1556 11.3628 9.0055
O 17.3808 11.5495 8.2819
C 18.5505 11.3847 9.1281
C 19.1331 9.9245 9.0990
N 20.4397 9.8810 9.7138
C 20.4747 9.4680 11.1258
C 21.7553 9.8461 11.7799
O 21.8594 11.2820 11.9660
C 23.1666 11.6465 12.1251
H 16.2623 10.5782 9.7539
H 15.4063 11.0122 8.3050
H 15.8053 12.3055 9.4434
H 18.3798 11.6991 10.1593
H 19.4048 11.9974 8.7449
H 19.2431 9.6925 8.0324
H 18.4090 9.2157 9.4880
H 21.0989 9.4367 9.1132
H 20.2976 8.4549 11.2393
H 19.6755 10.0377 11.6462
H 22.6703 9.4727 11.2786
H 21.6468 9.3705 12.8234
H 23.1682 12.6865 12.4679
H 23.6660 11.6092 11.1582
H 23.6440 10.9745 12.8464
*
```

Kohn-Sham gap	8.7954	eV
highest occupied orbital energy	-8.3	eV
molecular weight	924.357	g/mol
SMILES	CC1(C)CCCC(C)(C)N1O.CC1(C)CCCC(C)(C)N1O.CC1(C)CCCC(C)(C)N1O.COCCNCCOC.COCCNCCOC.OCCO.OCCO.OCCO

Here are the Mulliken charges for atoms 1 to 6, given in e: -1.566, 2.650, -2.027, 2.600, -1.507, 1.777